74
Properties=species:S:1:pos:R:3:forces:R:3 method="wB97M-V/def2-TZVPD" orbital_gap_ev="5.8 / 5.6" charge=+1 largest_force_ev_per_a=3.48 multiplicity=8 e_lumo_ev="-2.13 / -5.76"
Gd -0.2015 0.3198 0.1567 0.006 1.498 -0.550
C -0.9286 -1.8924 1.0756 -1.146 1.588 2.878
C 0.3879 -2.1922 0.5843 2.377 0.316 0.589
C 0.6175 -0.5888 2.2713 -0.673 -1.173 0.279
C -0.8029 -0.8968 2.1281 0.367 -1.983 -1.111
C 1.3390 -1.3972 1.3076 -0.930 -0.516 -0.857
C -2.2032 -2.4674 0.5731 -0.160 -0.061 -0.058
H -2.1252 -2.8526 -0.4427 0.147 -0.032 -0.004
H -3.0210 -1.7458 0.5725 0.057 0.066 0.147
H -2.5126 -3.2959 1.2112 -0.066 -0.159 0.032
C -1.9055 -0.1263 2.7465 -0.455 0.197 0.474
H -2.8653 -0.3024 2.2587 0.072 -0.182 0.063
H -1.7776 0.9639 2.7291 0.247 -0.213 -0.068
H -1.9922 -0.4081 3.7939 -0.216 0.008 0.157
C 1.1761 0.5083 3.0913 0.170 0.244 0.089
H 1.3269 0.1677 4.1137 0.089 -0.123 0.229
H 0.5243 1.3837 3.1531 -0.166 -0.273 -0.009
H 2.1312 0.8802 2.7143 -0.012 -0.244 -0.008
C 2.8142 -1.4182 1.1301 0.401 -0.056 0.198
H 3.2810 -2.0706 1.8703 0.083 -0.074 0.014
H 3.2638 -0.4336 1.2532 -0.060 0.073 0.046
H 3.1144 -1.7796 0.1488 -0.112 -0.078 -0.065
C 0.7217 -3.2347 -0.4256 -0.035 -0.073 -0.163
H 0.9569 -4.1902 0.0515 -0.006 -0.017 0.083
H 1.5853 -2.9713 -1.0353 0.104 0.100 0.115
H -0.0998 -3.4225 -1.1142 -0.123 0.006 0.037
C -1.7824 1.5199 -6.8350 -0.479 -1.461 0.085
C -1.8609 0.1659 -6.8338 -0.272 1.490 -0.269
C -1.0468 -0.8041 -7.6298 0.339 -0.304 -0.049
C 0.3000 -0.2925 -8.1816 -0.184 -0.564 -0.406
C 1.2270 0.1835 -7.1075 0.460 1.196 0.712
C 1.2997 1.4106 -6.5359 0.249 -1.208 -0.869
C 0.4927 2.6263 -6.8676 -0.296 0.313 0.053
C -0.8429 2.3951 -7.6027 0.175 0.695 -0.105
H -1.6330 -1.2114 -8.4716 0.023 0.179 0.285
H 0.1328 0.4367 -8.9828 0.168 -0.245 0.324
H -0.8442 -1.6684 -6.9770 -0.003 0.093 -0.159
H -0.6634 2.0648 -8.6327 -0.166 0.086 0.406
H -2.5124 2.0807 -6.2453 0.123 -0.310 0.043
H -2.6689 -0.2998 -6.2676 0.088 0.189 0.028
H -1.3296 3.3822 -7.6804 0.218 -0.305 -0.112
H 0.2778 3.1403 -5.9167 -0.004 0.002 -0.185
H 2.0983 1.5943 -5.8146 -0.107 -0.175 -0.036
H 1.0887 3.3445 -7.4565 -0.018 -0.269 0.201
H 0.7894 -1.1602 -8.6558 -0.204 0.331 0.025
H 1.9473 -0.5766 -6.7926 -0.128 0.276 0.163
P -1.3584 0.3270 -2.1767 0.496 -0.093 0.718
C -2.9136 1.2165 -1.9991 -0.513 0.421 -0.970
C -1.5285 -1.1172 -3.2270 -0.303 -0.157 -0.851
P 1.5289 0.8953 -1.8107 -0.723 -0.256 0.589
C 0.0164 1.4524 -2.8331 0.077 -0.431 0.160
C 2.4888 -0.2930 -2.7747 0.326 0.129 -0.531
C 2.5439 2.3350 -1.3936 0.450 0.495 -0.586
H -2.8582 1.9712 -1.1823 0.126 -0.469 -0.682
H -3.6930 0.4772 -1.7164 0.399 0.446 -0.332
H -3.1121 1.6741 -2.9864 -0.609 0.073 0.605
H -1.6537 -0.7523 -4.2686 -0.028 -0.731 0.387
H -2.4118 -1.6924 -2.8667 0.504 0.421 -0.433
H -0.6378 -1.7720 -3.1241 -0.479 0.515 -0.182
H 2.8132 2.8509 -2.3349 0.217 0.066 0.655
H 3.4446 1.9715 -0.8551 -0.424 0.212 -0.468
H 2.0043 3.0118 -0.6975 0.201 -0.495 -0.581
H -0.2274 2.5045 -2.5713 0.171 -0.520 -0.398
H 0.1696 1.2867 -3.9168 -0.092 0.419 0.348
H 3.4361 -0.4841 -2.2195 -0.557 0.195 -0.560
H 2.6644 0.1511 -3.7769 0.239 -0.665 0.432
H 1.9341 -1.2527 -2.8403 0.301 0.662 -0.125
F -0.9709 4.6130 2.7762 0.498 0.319 -1.053
C -0.4486 4.4510 1.5315 -0.306 -0.063 0.053
F -0.9796 5.3447 0.6616 0.463 -0.297 0.953
F 0.9014 4.6302 1.5890 -1.541 0.299 0.096
C -0.7772 3.0117 1.0363 0.815 -0.450 -0.195
O -1.9127 2.5456 0.8790 0.883 0.588 0.163
O 0.3199 2.3780 0.8210 -0.532 0.515 0.115